# 1
The following is a DFT calculation (wB97M-V/def2-TZVPD) of a 2-piece molecular cluster, C9H14O overall in a non-equilibrium geometry.

Bonds (Å) are listed after each position.
CARTESIAN COORDINATES (ANGSTROEM)
1 C -2.07714 -0.77875 1.45723  C2 1.517, H3 1.095, H4 1.090, H5 1.100
2 C -1.57571 -2.14733 1.03756  C1 1.517, H6 1.089, H7 1.084, H8 1.092
3 H -2.24609 -0.07875 0.63263  C1 1.095
4 H -2.94367 -0.67365 2.10962  C1 1.090
5 H -1.29276 -0.23329 2.00300  C1 1.100
6 H -0.48676 -2.17107 1.02494  C2 1.089
7 H -2.00361 -2.97016 1.59959  C2 1.084
8 H -1.78389 -2.33824 -0.01700  C2 1.092
9 C 0.21520 -1.33668 -1.72410  C13 1.477, H21 1.088, H22 1.091, H24 1.092
10 C 1.55364 1.07514 0.84316  C11 1.360, C12 1.423, H17 1.085
11 C 1.18454 -0.09734 0.26100  C10 1.360, C13 1.423, H18 1.082
12 C 1.41684 2.28663 0.10862  C10 1.423, C14 1.422, O16 1.309
13 C 0.63121 -0.09000 -1.04949  C9 1.477, C11 1.423, C15 1.424
14 C 0.92423 2.30216 -1.22550  C12 1.422, C15 1.358, H20 1.082
15 C 0.50195 1.13175 -1.76869  C13 1.424, C14 1.358, H23 1.083
16 O 1.57494 3.44719 0.69304  C12 1.309, H19 0.974
17 H 1.96283 1.08825 1.84790  C10 1.085
18 H 1.37997 -1.02739 0.77810  C11 1.082
19 H 1.78629 3.32268 1.63591  O16 0.974
20 H 0.96316 3.25224 -1.74253  C14 1.082
21 H 0.78640 -2.21087 -1.42033  C9 1.088
22 H 0.35028 -1.28859 -2.80590  C9 1.091
23 H 0.01377 1.10921 -2.73509  C15 1.083
24 H -0.83563 -1.57315 -1.54366  C9 1.092

Computed properties:
2S+1: 2
Net charge: +1
HOMO level (alpha / beta): -14.0 / -14.6 eV
Kohn-Sham gap (alpha / beta): 10.161 / 7.194 eV
E_LUMO (alpha / beta): -3.8 / -7.5 eV
<S²>: 0.767

=====

# 2
The following is a DFT calculation (wB97M-V/def2-TZVPD) of a 2-piece molecular cluster, C6H11N2 overall in a non-equilibrium geometry.

Bonds (Å) are listed after each position.
CARTESIAN COORDINATES (ANGSTROEM)
1 C -1.52835 -1.71652 -0.56896  C2 1.471, H9 1.091, H10 1.090, H17 1.089
2 C -0.64065 -0.63274 -1.01713  C1 1.471, C3 1.361, H11 1.087
3 C 0.51827 -0.25035 -0.41396  C2 1.361, C4 1.414, C7 1.446
4 C 0.95769 -0.47940 0.91040  C3 1.414, N5 1.309, H13 1.080
5 N 2.19565 -0.05762 0.96672  C4 1.309, C6 1.398, H14 1.014
6 C 2.60415 0.49748 -0.24978  N5 1.398, C7 1.339, H15 1.078
7 C 1.54706 0.52599 -1.07055  C3 1.446, C6 1.339, H16 1.079
8 N -1.86105 2.02251 1.14451  H12 1.003, H18 1.010, H19 1.010
9 H -1.55109 -2.47456 -1.35344  C1 1.091
10 H -2.53242 -1.33569 -0.38319  C1 1.090
11 H -0.88068 -0.14611 -1.95959  C2 1.087
12 H -1.41734 1.12870 1.04826  N8 1.003
13 H 0.40267 -0.80676 1.77653  C4 1.080
14 H 2.85319 -0.38961 1.66331  N5 1.014
15 H 3.51843 1.04957 -0.39782  C6 1.078
16 H 1.60604 0.74987 -2.12490  C7 1.079
17 H -1.14292 -2.18420 0.33628  C1 1.089
18 H -1.81287 2.57803 0.30253  N8 1.010
19 H -2.83578 1.92142 1.39077  N8 1.010

Computed properties:
Net charge: +1
HOMO level: -13.1 eV
Kohn-Sham gap: 7.365 eV
E_LUMO: -5.7 eV

=====

# 3
The following is a DFT calculation (wB97M-V/def2-TZVPD) of C3H8N2S3 in the gas phase in a non-equilibrium geometry.

Bonds (Å) are listed after each position.
CARTESIAN COORDINATES (ANGSTROEM)
1 C 2.02559 -2.37869 -0.49526  N4 1.451, S6 1.851, S7 1.784, H9 1.216
2 C -0.47111 0.25873 -0.09003  N5 1.260, S8 1.790, H10 1.059
3 C -1.10344 2.80968 0.54108  S8 1.798, H11 1.182, H12 1.039, H13 1.118
4 N 1.36257 -1.16192 -0.06545  C1 1.451, N5 1.374, H14 1.035
5 N 0.05660 -0.85291 -0.35968  C2 1.260, N4 1.374
6 S 1.28102 -3.72151 0.53910  C1 1.851, H15 1.348
7 S 2.01457 -2.63485 -2.26052  C1 1.784, H16 1.359
8 S 0.22190 1.62901 0.82898  C2 1.790, C3 1.798
9 H 3.18288 -2.25547 -0.14164  C1 1.216
10 H -1.47658 0.36812 -0.40337  C2 1.059
11 H -2.17409 2.35562 0.75227  C3 1.182
12 H -1.20661 2.91712 -0.48722  C3 1.039
13 H -0.98872 3.68573 1.22582  C3 1.118
14 H 1.88214 -0.43026 0.45058  N4 1.035
15 H 0.12152 -3.90035 -0.12553  S6 1.348
16 H 0.69815 -2.82312 -2.53828  S7 1.359

Computed properties:
HOMO level: -8.0 eV
Kohn-Sham gap: 8.698 eV
E_LUMO: 0.7 eV

=====

# 4
The following is a DFT calculation (wB97M-V/def2-TZVPD) of C22H26N4O4S in the gas phase.

Bonds (Å) are listed after each position.
CARTESIAN COORDINATES (ANGSTROEM)
1 C 1.30842 3.38123 0.52238  H2 1.089, O3 1.417, H56 1.095, H57 1.091
2 H 0.73772 4.20804 0.10334  C1 1.089
3 O 1.06197 2.27936 -0.33329  C1 1.417, C4 1.374
4 C 1.63626 1.08116 0.01589  O3 1.374, C5 1.387, C9 1.405
5 C 0.77559 0.00442 0.16646  C4 1.387, C6 1.384, H55 1.076
6 C 1.26444 -1.25994 0.44378  C5 1.384, C7 1.388, C21 1.495
7 C 2.62819 -1.42790 0.63853  C6 1.388, C8 1.388, H20 1.077
8 C 3.51076 -0.36476 0.50414  C7 1.388, C9 1.409, O15 1.370
9 C 3.02457 0.90862 0.14601  C4 1.405, C8 1.409, O10 1.367
10 O 3.78033 2.02744 -0.06586  C9 1.367, C11 1.410
11 C 5.15235 1.93020 -0.37749  O10 1.410, H12 1.091, H13 1.091, H14 1.092
12 H 5.43136 2.92214 -0.73441  C11 1.091
13 H 5.75113 1.67562 0.49873  C11 1.091
14 H 5.33416 1.19704 -1.16602  C11 1.092
15 O 4.85980 -0.49330 0.70854  C8 1.370, C16 1.407
16 C 5.36740 -1.74688 1.09687  O15 1.407, H17 1.094, H18 1.095, H19 1.089
17 H 4.93138 -2.08291 2.04212  C16 1.094
18 H 5.20101 -2.50655 0.32647  C16 1.095
19 H 6.43826 -1.59561 1.22665  C16 1.089
20 H 2.98238 -2.40804 0.91083  C7 1.077
21 C 0.34496 -2.41156 0.69421  C6 1.495, O22 1.217, N23 1.357
22 O 0.37066 -3.02392 1.74520  C21 1.217
23 N -0.50974 -2.74596 -0.30556  C21 1.357, C24 1.439, C48 1.448
24 C -0.55779 -2.17078 -1.62326  N23 1.439, H25 1.097, C26 1.552, H54 1.090
25 H -0.59420 -2.99559 -2.34551  C24 1.097
26 C -1.82353 -1.28331 -1.76641  C24 1.552, N27 1.451, H52 1.086, H53 1.095
27 N -2.78832 -1.62985 -0.73986  C26 1.451, C28 1.376, C46 1.451
28 C -2.80123 -0.91042 0.43292  N27 1.376, N29 1.330, C33 1.418
29 N -2.90526 -1.60919 1.56023  C28 1.330, C30 1.319
30 C -2.73933 -0.99565 2.71613  N29 1.319, N31 1.315, H45 1.081
31 N -2.41954 0.26804 2.88865  C30 1.315, C32 1.324
32 C -2.44284 0.99505 1.78185  N31 1.324, C33 1.412, S36 1.731
33 C -2.72993 0.50466 0.48951  C28 1.418, C32 1.412, C34 1.433
34 C -2.85868 1.56593 -0.46442  C33 1.433, C35 1.360, C41 1.498
35 C -2.56194 2.77821 0.07681  C34 1.360, S36 1.746, C37 1.488
36 S -2.15591 2.70212 1.77363  C32 1.731, C35 1.746
37 C -2.57434 4.09249 -0.61985  C35 1.488, H38 1.086, H39 1.090, H40 1.091
38 H -2.32039 4.88955 0.07311  C37 1.086
39 H -1.85432 4.09310 -1.43831  C37 1.090
40 H -3.56047 4.29511 -1.03949  C37 1.091
41 C -3.39973 1.43279 -1.85464  C34 1.498, H42 1.090, H43 1.090, H44 1.086
42 H -4.16343 2.19274 -2.01763  C41 1.090
43 H -2.62291 1.58654 -2.60399  C41 1.090
44 H -3.85031 0.45545 -1.99859  C41 1.086
45 H -2.82868 -1.60566 3.60362  C30 1.081
46 C -2.90210 -3.06988 -0.59811  N27 1.451, H47 1.089, C48 1.544, H51 1.093
47 H -3.72708 -3.28732 0.07811  C46 1.089
48 C -1.59235 -3.67244 -0.04595  N23 1.448, C46 1.544, H49 1.096, H50 1.091
49 H -1.38569 -4.64065 -0.51687  C48 1.096
50 H -1.64745 -3.80251 1.03558  C48 1.091
51 H -3.12996 -3.46990 -1.58969  C46 1.093
52 H -1.54676 -0.23746 -1.66806  C26 1.086
53 H -2.27869 -1.43730 -2.75039  C26 1.095
54 H 0.34216 -1.58537 -1.80985  C24 1.090
55 H -0.28071 0.19285 0.08217  C5 1.076
56 H 0.95099 3.16996 1.53521  C1 1.095
57 H 2.36732 3.64072 0.55579  C1 1.091

Computed properties:
HOMO level: -7.8 eV
Kohn-Sham gap: 8.495 eV
E_LUMO: 0.7 eV

=====

Number 1: E_tot -11599.2726 eV, molar mass 138.210 g mol⁻¹. Number 2: E_tot -9372.7697 eV, molar mass 111.168 g mol⁻¹. Number 3: E_tot -38724.1876 eV, molar mass 168.312 g mol⁻¹. Number 4: E_tot -48221.0571 eV, molar mass 442.541 g mol⁻¹.